[1]
{"formula": "C2H14N3O3", "method": "wB97M-V/def2-TZVPD", "species": ["O", "O", "O", "N", "N", "N", "C", "C", "H", "H", "H", "H", "H", "H", "H", "H", "H", "H", "H", "H", "H", "H"], "xyz": [[-0.9537, 1.6576, -1.2989], [-3.3821, 0.9936, 1.9764], [-2.3026, -0.4753, -0.1964], [1.6084, 1.2428, -0.2947], [3.1023, -0.5542, -0.2904], [0.8268, -0.9281, -0.2141], [1.8412, -0.0628, -0.2522], [0.9486, -2.2879, 0.3073], [1.3750, -2.2794, 1.3087], [-1.1393, 2.2978, -1.9901], [1.5522, -2.9448, -0.3229], [-4.3024, 0.6979, 2.0090], [-0.0493, -2.6897, 0.3237], [-3.0567, -0.9635, -0.5488], [3.8536, 0.0361, -0.5971], [0.6387, 1.5181, -0.4621], [2.4017, 1.8537, -0.2875], [-2.6362, -0.0776, 0.6298], [3.1524, -1.5172, -0.5870], [-3.2869, 1.4347, 2.8353], [-0.1064, -0.5481, -0.2814], [-1.6534, 0.9875, -1.2560]], "forces_ev_per_angstrom": [[0.32, 0.01, 0.12], [-0.47, -0.01, 0.45], [-0.15, -0.08, 0.02], [0.15, -0.99, 0.19], [-0.71, -0.18, 0.20], [0.32, 0.22, 0.13], [0.17, -0.22, -0.51], [0.24, 0.11, -0.24], [-0.07, -0.03, 0.07], [-0.18, -0.11, -0.04], [-0.03, 0.14, -0.12], [0.07, 0.03, -0.15], [-0.27, -0.22, 0.14], [0.18, -0.06, -0.06], [0.09, 0.12, 0.05], [0.09, 0.57, -0.06], [-0.18, 0.45, -0.20], [0.16, 0.17, 0.02], [0.31, 0.05, 0.15], [0.31, -0.10, -0.33], [-0.17, -0.01, 0.13], [-0.16, 0.13, 0.04]], "relative_energy_ev": 0.000, "fmax_ev_per_a": 1.0, "orbital_gap_ev": 11.45, "charge": 1, "e_lumo_ev": -2.52}

[2]
{"formula": "C2H14N3O3", "method": "wB97M-V/def2-TZVPD", "species": ["O", "O", "O", "N", "N", "N", "C", "C", "H", "H", "H", "H", "H", "H", "H", "H", "H", "H", "H", "H", "H", "H"], "xyz": [[0.5988, -2.1810, -1.4948], [0.9927, -4.4073, 1.4895], [0.1226, -0.5656, 1.0219], [0.1064, 2.9545, -1.2969], [-1.2335, 1.2228, -0.1248], [0.9747, 0.8242, -1.1589], [-1.6022, 2.1709, 0.9689], [-0.0617, 1.6556, -0.8088], [0.7926, -2.6526, -2.3594], [-2.7511, 2.3098, 0.7854], [-1.3932, 1.8542, 2.0087], [1.1841, -2.5728, -0.9083], [-0.5294, -0.5710, 1.8523], [1.1310, -5.0324, 0.8717], [0.7565, -4.8790, 2.2477], [-0.7994, 3.4614, -1.5310], [1.0241, -0.0800, -0.7181], [-1.1920, 3.1531, 1.1433], [-1.2828, 0.2953, 0.2237], [0.5895, -1.3812, 0.9989], [1.0572, 3.3340, -1.1823], [1.5151, 1.0870, -2.0287]], "forces_ev_per_angstrom": [[-1.16, 0.77, -3.11], [-0.25, 4.55, 1.34], [-3.12, 1.86, 2.78], [-2.84, -2.37, 1.75], [2.49, 4.88, 2.34], [-2.71, 2.26, -0.04], [-2.97, -0.07, -0.45], [3.62, 0.24, -3.75], [-0.48, 0.87, 1.40], [1.46, -0.42, 0.88], [-0.63, -1.40, -0.39], [1.80, -1.59, 1.85], [2.57, -0.64, -2.27], [0.81, -3.36, -3.45], [-0.57, -1.00, 2.03], [2.13, -0.10, 0.41], [0.23, -0.53, -0.29], [0.79, 0.52, -1.76], [-0.11, -2.42, -0.57], [0.36, -1.72, 0.35], [-0.84, 0.24, -0.59], [-0.59, -0.55, 1.57]], "s_squared": 0.76, "relative_energy_ev": 2.974, "fmax_ev_per_a": 6.0, "orbital_gap_ev": [8.21, 3.14], "spin_multiplicity": 2, "charge": 2, "e_lumo_ev": [-8.72, -13.79]}

[3]
{"formula": "C2H14NO4", "method": "wB97M-V/def2-TZVPD", "species": ["O", "O", "O", "O", "N", "C", "C", "H", "H", "H", "H", "H", "H", "H", "H", "H", "H", "H", "H", "H", "H"], "xyz": [[0.3264, -1.9106, -1.2112], [0.6343, 1.7463, 1.2771], [-2.6149, 0.2540, -0.7496], [1.2538, 0.1885, -2.4171], [-0.8934, -0.3093, 0.9923], [0.2804, -0.4594, 1.8544], [1.3328, 0.5920, 1.2834], [-1.2850, 0.7196, 1.0439], [0.9385, 0.5501, -3.2286], [0.8143, 2.3904, 0.5991], [0.6938, -1.4657, 2.1066], [-2.8099, 0.3920, -1.7023], [-0.7423, -0.5041, -0.0645], [-3.3559, -0.3468, -0.6320], [0.4053, -2.2827, -2.1206], [-1.5654, -0.9931, 1.2448], [0.8430, -1.0797, -1.5048], [1.8316, 0.8217, -2.0252], [1.9027, 0.2908, 0.4236], [2.0722, 0.6555, 2.0229], [0.0346, -0.0032, 2.8705]], "forces_ev_per_angstrom": [[1.18, 1.35, -1.66], [-1.80, 2.15, -0.29], [-0.99, -0.11, -1.77], [-0.06, -0.52, 0.50], [-0.04, 1.35, -1.75], [2.14, 1.96, 1.35], [-0.18, -2.78, 1.39], [0.93, -2.60, 0.00], [-0.33, 0.41, -0.97], [0.46, 0.10, -0.35], [-0.72, 0.57, -1.13], [0.81, 0.55, 0.50], [0.10, 0.13, 1.79], [-0.26, -0.35, 0.88], [-0.61, -0.54, 1.04], [-1.28, -0.45, 0.35], [-0.97, -1.21, 1.01], [0.78, 0.79, 0.18], [-0.44, -0.15, -1.08], [1.32, -0.02, 1.32], [-0.05, -0.64, -1.32]], "relative_energy_ev": 1.366, "fmax_ev_per_a": 3.2, "orbital_gap_ev": 11.50, "charge": 1, "e_lumo_ev": -3.11}

[4]
{"formula": "C2H14NO5", "method": "wB97M-V/def2-TZVPD", "species": ["O", "O", "O", "O", "O", "N", "C", "C", "H", "H", "H", "H", "H", "H", "H", "H", "H", "H", "H", "H", "H", "H"], "xyz": [[-2.0464, 0.8064, -2.1158], [-0.2193, 2.5307, -1.8324], [2.5254, -1.5521, 0.0463], [-2.0526, -1.4090, -0.9618], [3.3605, 0.6430, 1.6222], [-0.3303, -0.3752, 0.2863], [-1.5023, -1.3331, 0.2730], [-0.2841, 0.3530, 1.5752], [-2.1230, -0.1733, -1.6101], [2.7635, -0.1113, 1.7060], [-0.3044, 0.2812, -0.4780], [-1.8804, 0.3927, -2.9875], [-0.0630, 2.5503, -0.8913], [-0.9036, 1.7977, -2.0693], [-1.2421, 0.7963, 1.8709], [-1.0850, -2.3576, 0.4760], [0.5473, 1.0714, 1.4687], [1.5403, -1.4374, 0.0452], [2.5851, -2.1550, -0.7136], [-2.2310, -1.0730, 1.0554], [2.9843, 1.1751, 0.9096], [-0.0391, -0.4207, 2.3251]], "forces_ev_per_angstrom": [[-0.28, -1.43, -1.29], [0.12, -0.04, -0.96], [-1.12, -0.73, -0.75], [-0.44, 0.52, -0.47], [-0.07, 0.42, 0.30], [-0.12, -0.34, 1.72], [0.92, -0.65, -1.97], [0.86, -1.06, -0.93], [0.14, 0.00, 0.93], [0.21, 0.03, -0.32], [-0.69, -0.15, -0.33], [-0.20, 0.65, 0.31], [-0.27, -0.23, 0.24], [0.51, 0.80, 1.12], [0.10, 0.31, -0.12], [-0.08, 0.55, 0.65], [-0.51, -0.03, 0.63], [0.26, 0.59, 0.38], [0.45, 0.21, 0.34], [0.05, 0.31, 0.37], [0.07, -0.31, 0.07], [0.09, 0.59, 0.09]], "relative_energy_ev": 1.166, "fmax_ev_per_a": 2.3, "orbital_gap_ev": 7.86, "charge": -1, "e_lumo_ev": 3.59}

[5]
{"formula": "C2H14O5", "method": "wB97M-V/def2-TZVPD", "species": ["O", "O", "O", "O", "O", "C", "C", "H", "H", "H", "H", "H", "H", "H", "H", "H", "H", "H", "H", "H", "H"], "xyz": [[-2.0097, 1.5860, 1.6494], [2.3754, 1.3598, -0.3026], [-1.7839, -0.2834, -2.1313], [-0.2350, -0.3507, 2.7899], [0.0818, 2.8309, -1.1644], [0.9677, -2.9434, -0.4799], [1.1798, -1.6455, -0.3543], [0.4958, -3.4682, -1.3034], [-1.3385, 1.3487, 2.3003], [-0.1241, -0.8516, 1.9877], [-2.4344, 0.0822, -1.4999], [-2.0613, 0.1358, -2.9490], [2.1998, 0.3936, -0.3237], [0.9455, -1.0324, -1.2111], [1.6178, -1.2202, 0.5311], [-0.3262, 1.9558, -1.2245], [-0.5069, 3.3682, -1.7334], [1.2262, -3.6276, 0.3191], [-2.4532, 0.7520, 1.4816], [0.4975, -0.0257, 3.3199], [1.6860, 1.6358, 0.2985]], "forces_ev_per_angstrom": [[-0.10, 0.23, -0.16], [0.00, -1.54, 0.10], [-0.59, 0.51, 0.61], [-1.53, 0.69, 1.03], [-0.89, 0.29, -0.70], [-0.05, -0.81, 0.82], [-0.30, -0.51, -0.98], [0.11, 0.57, -0.31], [0.02, -0.17, -0.08], [1.16, -0.09, -0.08], [0.52, -0.38, -0.22], [0.12, -0.05, -0.35], [0.55, 0.98, -0.27], [-0.13, 0.49, 0.13], [0.19, 0.01, 0.20], [0.19, 0.02, 0.10], [0.55, -0.25, 0.56], [0.06, 0.06, 0.21], [-0.09, -0.09, 0.10], [0.51, -0.67, -0.87], [-0.31, 0.70, 0.15]], "relative_energy_ev": 2.007, "fmax_ev_per_a": 2.0, "orbital_gap_ev": 11.02, "e_lumo_ev": 0.26}

[6]
{"formula": "C2H15CdO6", "method": "wB97M-V/def2-TZVPD", "species": ["Cd", "O", "O", "O", "O", "O", "O", "C", "C", "H", "H", "H", "H", "H", "H", "H", "H", "H", "H", "H", "H", "H", "H", "H"], "xyz": [[-2.3701, 2.2078, -1.5851], [-2.5021, -1.3318, 1.2286], [1.3717, 1.5361, -3.0932], [-0.5653, -1.5434, -2.1103], [3.3675, 0.7493, -1.1710], [1.3125, 2.7847, 0.7944], [-0.5962, 1.4562, -1.1854], [-1.1769, -1.7798, 1.5367], [-1.0994, -2.5859, 2.8084], [-1.7761, -3.4431, 2.8155], [1.7284, 2.3807, -3.3974], [-0.4957, -0.9204, 1.5966], [-2.5938, -0.4413, 1.5734], [0.1857, -1.9822, -1.6938], [-1.3209, -1.9921, 3.6969], [-0.1139, -3.0415, 2.9321], [-0.8389, -2.3975, 0.7035], [-0.2689, 0.9760, -0.4112], [-0.4631, -0.6100, -1.9022], [0.5993, 2.5164, 0.2058], [3.0764, 1.1039, -0.3228], [0.7972, 1.7339, -2.3284], [1.0814, 3.6631, 1.1171], [2.6613, 0.9609, -1.8084]], "forces_ev_per_angstrom": [[0.15, -0.56, 0.24], [0.10, 0.28, -0.25], [-0.40, 0.27, 0.22], [-0.16, 0.06, 0.16], [-0.42, -0.04, 0.03], [-0.13, -0.16, -0.04], [0.29, 0.31, -0.24], [0.29, -0.21, -0.11], [-0.05, -0.44, 0.50], [-0.22, 0.22, -0.25], [0.07, -0.13, 0.06], [0.00, -0.03, 0.01], [-0.14, -0.12, 0.33], [0.00, 0.02, -0.14], [0.05, 0.05, -0.05], [0.13, 0.32, -0.05], [-0.17, 0.08, -0.10], [-0.79, -0.18, 0.30], [0.23, -0.10, -0.13], [0.14, 0.41, 0.02], [0.12, 0.09, -0.08], [0.35, 0.01, -0.56], [0.09, -0.06, 0.01], [0.44, -0.08, 0.13]], "relative_energy_ev": 3.847, "fmax_ev_per_a": 0.9, "orbital_gap_ev": 3.73, "charge": 1, "e_lumo_ev": -9.44}

[7]
{"formula": "C2H15CdO7", "method": "wB97M-V/def2-TZVPD", "species": ["Cd", "O", "O", "O", "O", "O", "O", "O", "C", "C", "H", "H", "H", "H", "H", "H", "H", "H", "H", "H", "H", "H", "H", "H", "H"], "xyz": [[0.8787, 0.7428, 0.5979], [2.9079, 1.6285, 0.7746], [1.0830, 1.2349, -1.4543], [0.1572, 2.5856, 0.7555], [0.4361, -2.8119, -0.5999], [1.9870, -0.9612, 1.1166], [-0.9640, -0.3652, 0.3352], [0.5498, 0.8545, 2.6243], [-1.9975, -0.1569, -0.6309], [-3.0824, -1.1748, -0.9345], [-3.7352, -1.0969, -1.8040], [0.5196, 1.8283, -1.9508], [3.4323, 1.8428, 0.0030], [0.2741, -0.0486, 2.8750], [-1.6241, 0.1770, -1.5990], [-0.2818, -3.2783, -1.0282], [-0.5146, 3.2943, 0.7250], [-3.7671, -1.1933, -0.0866], [3.0242, 2.3772, 1.3594], [2.3786, -1.7328, 0.7073], [-2.5910, 0.7081, -0.3351], [1.7068, 0.9007, -2.0989], [-2.5639, -2.1327, -0.9755], [1.7232, -1.2591, 1.9871], [0.0631, -1.9628, -0.3632]], "forces_ev_per_angstrom": [[-2.28, -0.29, 0.61], [1.98, 0.25, -0.09], [0.81, 0.11, -2.50], [-1.36, 4.45, -0.81], [0.86, -1.09, -0.45], [1.82, -2.23, 0.20], [-2.35, -2.09, -2.24], [0.33, -1.44, 2.57], [0.74, 1.95, 0.57], [0.40, -1.51, 1.36], [0.48, 0.61, -0.39], [-0.49, 0.41, 0.40], [0.06, 0.13, -0.27], [-0.19, 0.65, 0.19], [0.69, -0.07, -0.56], [-0.15, -0.03, -0.02], [0.60, -0.93, 0.02], [-0.02, -0.35, 0.22], [-0.53, 0.24, 0.38], [-0.06, -0.36, -0.44], [0.00, 0.67, 0.38], [0.19, -0.32, -0.26], [-0.31, -0.53, -0.09], [-0.32, 0.37, 0.51], [-0.89, 1.39, 0.70]], "relative_energy_ev": 0.571, "fmax_ev_per_a": 4.7, "orbital_gap_ev": 5.71, "charge": -1, "e_lumo_ev": 2.68}

[8]
{"formula": "C2H15CrN2O6", "method": "wB97M-V/def2-TZVPD", "species": ["Cr", "O", "O", "O", "O", "O", "O", "N", "N", "C", "C", "H", "H", "H", "H", "H", "H", "H", "H", "H", "H", "H", "H", "H", "H", "H"], "xyz": [[0.3994, 0.5543, 0.1426], [0.9785, 1.0465, -1.7612], [-0.1513, 0.5630, 2.2454], [1.8439, -1.2216, 0.4019], [-1.0492, -1.1032, -0.6048], [2.1065, 1.9417, 0.4439], [-1.1739, 1.9160, -0.3069], [-2.1883, -1.8242, -2.4424], [-1.2410, -3.2909, -1.2026], [0.0592, 1.2890, 3.4643], [-1.4884, -1.9961, -1.3466], [1.1298, 0.7985, -2.6732], [2.4470, 2.6753, -0.0681], [-2.2991, -0.8421, -2.6505], [-2.0032, -3.9017, -1.4597], [0.6627, 2.1883, 3.3416], [0.7030, 0.8491, 4.2259], [-2.5543, -2.5289, -3.0665], [-2.0453, 2.0301, 0.0725], [-1.1279, 2.5706, -1.0037], [-0.4940, -3.6194, -0.6075], [2.5703, 1.9965, 1.2794], [1.6023, 1.7540, -1.5983], [1.4404, -1.9684, 0.8442], [2.7829, -1.4055, 0.4288], [-0.9099, 1.5291, 3.9015]], "forces_ev_per_angstrom": [[-0.63, -1.30, 0.01], [0.11, 0.37, 0.00], [0.61, 0.77, 1.68], [-0.51, 0.53, 0.02], [0.64, 0.89, 0.08], [0.03, 0.01, 0.15], [0.05, 0.15, 0.21], [-1.28, 3.09, -1.18], [0.64, -1.88, 1.36], [-0.42, 0.46, -1.38], [0.81, -1.12, 0.06], [-0.23, -0.61, -0.40], [0.25, 0.53, -0.04], [-0.72, -0.28, -0.46], [0.59, -0.42, 0.05], [-0.13, 0.37, -0.77], [-0.12, -1.34, 0.00], [0.35, 0.13, 0.21], [-0.42, -0.18, 0.37], [0.16, 0.23, -0.38], [-0.60, -0.06, 0.15], [0.29, -0.02, 0.42], [0.33, 0.19, -0.31], [-0.30, -0.35, 0.14], [0.50, 0.17, -0.09], [-0.01, -0.32, 0.11]], "s_squared": 8.76, "relative_energy_ev": 0.000, "fmax_ev_per_a": 3.5, "orbital_gap_ev": [9.42, 6.28], "spin_multiplicity": 6, "charge": 2, "e_lumo_ev": [-6.55, -9.90]}

[9]
{"formula": "C2H15N2O3", "method": "wB97M-V/def2-TZVPD", "species": ["O", "O", "O", "N", "N", "C", "C", "H", "H", "H", "H", "H", "H", "H", "H", "H", "H", "H", "H", "H", "H", "H"], "xyz": [[0.1160, 3.2420, -1.9036], [-0.5630, 5.6479, 0.4118], [1.3426, 0.8933, 0.0154], [0.8020, -3.5235, 0.8792], [-0.4815, -1.0898, 0.7166], [-1.0838, -2.2385, -0.0369], [-0.0150, -3.2673, -0.3175], [-1.5370, -1.8704, -0.9175], [-0.0496, -0.3044, 0.2024], [0.2519, 3.9430, -2.5512], [-1.8684, -2.6001, 0.6315], [0.4766, -4.2800, 1.4624], [-1.1436, -0.7170, 1.4682], [1.3425, 1.6897, -0.5362], [1.7508, -3.7323, 0.6225], [0.6719, -2.9777, -1.1112], [0.3024, 3.7659, -1.1061], [-0.4459, -4.2170, -0.6602], [-1.4832, 5.4151, 0.2778], [0.2644, -1.5292, 1.2930], [1.7498, 1.1659, 0.8527], [-0.3999, 6.5843, 0.3069]], "forces_ev_per_angstrom": [[0.38, 0.72, 0.43], [0.70, -0.77, 0.08], [0.27, 0.25, -0.01], [0.07, 0.37, 0.00], [0.10, -0.64, 0.74], [0.47, 0.47, 0.91], [0.46, -1.21, 0.23], [-0.48, 0.33, -0.98], [-0.12, -0.10, -0.14], [-0.07, -0.29, -0.48], [0.05, -0.30, -0.08], [-0.30, -0.02, -0.04], [-0.13, 0.27, -0.29], [-0.15, -0.11, -0.12], [0.29, -0.01, -0.02], [-0.17, 0.40, -0.03], [-0.32, -0.34, 0.22], [-0.38, 0.26, -0.10], [-0.14, 0.48, -0.06], [0.09, 0.15, -0.13], [-0.12, -0.09, -0.04], [-0.50, 0.18, -0.09]], "s_squared": 0.75, "relative_energy_ev": 0.089, "fmax_ev_per_a": 1.3, "orbital_gap_ev": [3.23, 10.59], "spin_multiplicity": 2, "e_lumo_ev": [0.62, 0.57]}

[10]
{"formula": "C2H15N2O4", "method": "wB97M-V/def2-TZVPD", "species": ["O", "O", "O", "O", "N", "N", "C", "C", "H", "H", "H", "H", "H", "H", "H", "H", "H", "H", "H", "H", "H", "H", "H"], "xyz": [[0.5169, -2.6194, -1.1612], [-1.7712, -0.6491, -1.8793], [0.6544, 2.6159, 3.1586], [-3.0497, -0.2967, 0.6095], [-0.1123, 1.5864, -0.6411], [2.4787, -0.9970, 0.0853], [1.7001, 0.2470, 0.2705], [0.7443, 0.5458, -0.6034], [-3.2144, 0.4284, 1.2213], [-0.1545, 2.3345, 0.0300], [-2.3760, -0.7006, -1.1172], [0.2383, 2.4522, 4.0130], [-0.2192, -2.1312, -0.7516], [-3.6159, -1.0229, 0.9281], [0.5535, -0.1275, -1.4287], [-2.2745, -1.0045, -2.6206], [2.0665, 0.8181, 1.1078], [0.4672, 3.5517, 3.0185], [-0.9936, 1.3685, -1.0767], [0.2794, -2.5838, -2.0962], [3.2915, -1.0254, 0.6954], [2.8499, -1.1667, -0.8525], [1.9225, -1.8462, 0.2955]], "forces_ev_per_angstrom": [[-0.29, 0.36, 0.23], [-0.13, -0.29, 0.12], [-0.25, 0.19, 0.03], [-0.35, -0.61, 0.24], [-0.30, 0.28, -0.07], [0.04, -1.00, -0.04], [0.81, 0.21, 0.33], [-0.48, -0.07, -0.18], [0.02, 0.04, -0.08], [0.34, -0.26, 0.30], [0.10, 0.27, -0.04], [0.10, -0.19, -0.02], [0.11, -0.27, -0.24], [0.28, 0.43, -0.13], [0.07, -0.19, 0.08], [0.04, 0.11, -0.04], [-0.34, 0.15, 0.05], [0.16, -0.01, -0.09], [0.04, 0.12, -0.32], [0.10, -0.16, 0.03], [0.03, 0.22, 0.19], [-0.24, 0.26, -0.11], [0.15, 0.39, -0.25]], "relative_energy_ev": 1.175, "fmax_ev_per_a": 1.0, "orbital_gap_ev": 9.54, "charge": 1, "e_lumo_ev": -2.75}